92
Properties=species:S:1:pos:R:3:mulliken_spin:R:1 method="wB97M-V/def2-TZVPD" homo_ev="-0.3629 / -1.3332" e_lumo_ev="4.160 / 4.159" total_charge=-2 gap_ev="4.52 / 5.49" energy_ha=-2589.62519 s2=0.8186 multiplicity=2
Hg 0.85 -0.32 -0.49 -0.0065
C 1.73 5.36 -4.14 0.0659
C 2.40 4.45 -4.97 -0.0138
C 2.31 3.09 -4.77 0.0436
C 1.53 2.63 -3.71 0.0646
C 1.25 1.31 -3.19 0.2631
N 0.48 1.43 -2.06 -0.0224
C 0.18 2.74 -1.87 0.0755
N -0.69 3.23 -1.01 0.1576
C -1.22 2.38 -0.09 -0.0703
C -2.55 2.09 0.03 0.0629
C -3.50 2.81 -0.78 -0.0308
C -4.83 2.59 -0.72 0.0284
C -5.35 1.56 0.16 -0.0199
C -4.52 0.80 0.89 0.0310
C -3.06 0.98 0.86 -0.0134
C -2.34 0.06 1.49 0.0446
N -1.78 -0.88 2.04 -0.0058
C -1.35 -2.02 1.30 0.0537
N -0.65 -1.92 0.15 0.0226
C -0.48 -3.19 -0.35 -0.0557
N 0.12 -3.61 -1.52 0.1372
C 0.63 -2.84 -2.41 -0.0555
N 0.72 -1.47 -2.40 0.0497
C 1.35 -1.02 -3.52 0.1378
N 1.62 0.21 -3.87 -0.1034
C 1.69 -2.18 -4.36 0.0031
C 2.32 -2.29 -5.59 0.0442
C 2.48 -3.56 -6.12 -0.0268
C 2.03 -4.70 -5.44 0.0375
C 1.40 -4.58 -4.21 -0.0322
C 1.24 -3.32 -3.67 0.0278
C -1.11 -4.10 0.52 0.0365
C -1.32 -5.50 0.47 -0.0341
C -2.05 -6.10 1.45 0.0334
C -2.60 -5.34 2.52 -0.0205
C -2.43 -3.99 2.60 0.0243
C -1.67 -3.34 1.59 -0.0023
N -0.39 1.67 0.84 0.0185
C 0.86 3.54 -2.88 0.0596
C 0.96 4.91 -3.09 -0.0422
H 1.83 6.42 -4.32 0.0070
H 3.02 4.83 -5.78 0.0006
H 2.83 2.38 -5.40 0.0084
H -3.09 3.57 -1.43 -0.0042
H -5.51 3.17 -1.32 0.0022
H -6.42 1.39 0.21 -0.0017
H -4.91 0.01 1.53 0.0010
H 2.67 -1.41 -6.10 0.0037
H 2.98 -3.68 -7.08 -0.0015
H 2.17 -5.67 -5.89 0.0035
H 1.05 -5.45 -3.67 0.0004
H -0.89 -6.06 -0.35 0.0010
H -2.22 -7.17 1.42 0.0035
H -3.18 -5.85 3.29 -0.0012
H -2.88 -3.41 3.40 0.0017
H 0.43 5.60 -2.43 0.0014
C -0.43 4.70 1.90 0.0032
N -0.72 3.46 2.62 0.0010
C -2.11 3.36 3.02 0.0008
C -0.12 2.26 2.14 -0.0095
O 0.85 2.38 1.18 0.0039
C 0.08 1.26 3.26 0.0015
O 0.95 0.22 2.88 0.0006
C 0.75 -0.95 3.63 0.0022
C 1.39 -2.14 2.94 -0.0016
O 2.04 -2.02 1.92 0.0008
N 1.22 -3.34 3.57 0.0013
C 0.43 -3.50 4.77 -0.0009
C 1.77 -4.53 2.95 -0.0010
H -0.54 5.53 2.60 0.0003
H -1.10 4.86 1.05 -0.0011
H 0.59 4.68 1.52 -0.0006
H -2.36 4.22 3.63 0.0000
H -2.28 2.46 3.62 -0.0003
H -2.80 3.32 2.16 -0.0001
H -0.90 0.85 3.53 0.0011
H 0.48 1.82 4.12 -0.0007
H -0.32 -1.14 3.78 -0.0005
H 1.22 -0.84 4.63 0.0000
H -0.56 -3.07 4.67 0.0003
H 0.92 -3.07 5.65 0.0001
H 0.30 -4.57 4.95 -0.0002
H 2.13 -4.27 1.96 0.0000
H 0.98 -5.28 2.84 0.0009
H 2.60 -4.94 3.53 0.0000
B 5.76 0.43 -0.56 -0.0003
C 4.19 0.23 -0.46 0.0009
N 3.05 0.07 -0.36 0.0047
H 6.25 -0.09 0.43 0.0000
H 5.98 1.63 -0.57 0.0000
H 6.15 -0.10 -1.58 0.0000

80
Properties=species:S:1:pos:R:3:mulliken_spin:R:1 method="wB97M-V/def2-TZVPD" homo_ev="-4.5321 / -10.3227" e_lumo_ev="-0.336 / -0.449" total_charge=0 gap_ev="4.20 / 9.87" energy_ha=-3310.56921 s2=3.7515 multiplicity=4
Ti -0.37 -0.04 0.49 2.7349
O 5.57 -0.88 -1.73 0.0000
C 4.64 -1.18 -2.48 0.0007
O 3.56 -0.55 -2.58 0.0208
B 2.71 -1.15 -3.62 0.0080
O 3.53 -2.25 -4.17 0.0010
C 4.73 -2.28 -3.52 0.0007
O 5.66 -3.05 -3.73 0.0000
O 2.32 -0.23 -4.62 -0.0018
C 1.09 -0.02 -4.62 -0.0022
O 0.45 0.58 -5.47 0.0006
C 0.49 -1.01 -3.59 0.0293
O 1.47 -1.64 -3.01 -0.0074
O -0.72 -1.21 -3.41 -0.0018
O -2.60 1.18 0.58 -0.0006
H -2.74 0.24 0.57 0.0056
H -3.47 1.56 0.64 0.0057
O 3.37 1.45 -0.36 0.0038
H 3.44 1.87 -1.22 0.0016
H 4.00 0.73 -0.40 0.0005
O -3.86 3.89 -0.32 -0.0004
H -3.21 4.59 -0.42 0.0000
H -3.68 3.30 -1.06 -0.0003
O 0.11 4.41 -1.67 0.0013
H 0.72 4.50 -2.41 -0.0017
H 0.09 3.47 -1.50 0.0078
O -0.28 -2.80 4.53 0.0026
H 0.51 -2.27 4.64 0.0008
H -0.83 -2.30 3.93 0.0072
O -1.97 -1.48 -0.48 0.0124
H -1.38 -1.77 -1.18 -0.0052
H -2.59 -2.20 -0.37 0.0080
O -0.09 1.53 5.34 -0.0011
H 0.55 0.84 5.54 -0.0002
H 0.27 1.97 4.57 0.0030
O -0.86 -4.35 1.14 0.0009
H -0.36 -5.10 1.46 -0.0003
H -0.30 -3.95 0.48 0.0048
O 3.07 -3.08 3.91 0.0000
H 3.50 -3.52 3.18 0.0002
H 2.67 -2.30 3.52 0.0035
O -2.51 0.15 4.94 -0.0002
H -1.60 0.44 4.95 0.0008
H -2.58 -0.47 5.66 0.0013
O 1.15 1.49 1.36 0.0204
H 1.00 2.20 1.98 0.0041
H 2.06 1.58 1.10 0.0134
O -2.33 3.46 2.68 -0.0007
H -1.92 2.75 2.19 0.0256
H -3.26 3.22 2.70 -0.0004
O -1.90 2.21 -3.63 -0.0008
H -2.84 2.31 -3.82 -0.0002
H -1.48 2.91 -4.11 0.0003
O -3.66 -0.56 -3.17 -0.0008
H -2.94 -0.09 -3.59 0.0003
H -3.22 -1.25 -2.67 0.0022
O 2.59 -0.85 2.35 0.0032
H 1.96 -0.15 2.50 0.0343
H 3.36 -0.60 2.86 0.0068
O 1.12 -1.84 -0.15 -0.0013
H 1.76 -2.00 0.53 0.0095
H 1.56 -2.07 -0.97 0.0131
O -0.02 1.28 -1.36 -0.0057
H -0.54 1.45 -2.14 0.0048
H 0.84 1.64 -1.56 0.0161
O -3.95 -2.27 1.22 0.0015
H -4.30 -3.15 1.33 0.0011
H -4.53 -1.71 1.74 0.0002
O 0.63 3.30 3.32 -0.0068
H 1.19 4.07 3.34 0.0004
H -0.26 3.65 3.27 -0.0004
O -2.15 -3.38 -2.76 -0.0017
H -1.25 -3.58 -3.01 -0.0004
H -2.57 -3.11 -3.58 0.0001
O 2.24 2.39 -2.63 -0.0034
H 2.52 3.09 -3.22 0.0002
H 2.46 1.59 -3.09 -0.0012
O -1.61 -1.10 2.80 0.0069
H -2.14 -1.85 2.53 0.0094
H -2.09 -0.71 3.53 0.0051

22
Properties=species:S:1:pos:R:3:lowdin_charge:R:1 method="wB97M-V/def2-TZVPD" homo_ev=-8.9257 e_lumo_ev=0.708 total_charge=0 relative_energy_kcal_mol=24.0 gap_ev=9.63 energy_ha=-366.61291
C 0.49 0.52 -1.59 -0.0778
C 0.48 0.81 -0.11 -0.4624
C 1.18 2.08 0.33 -0.2374
C 1.55 2.08 1.81 -0.1222
N -0.95 0.82 0.33 0.0260
H -0.21 -0.25 -1.91 0.0507
H 0.14 1.37 -2.18 0.0855
H 1.43 0.11 -1.94 0.0773
H 0.90 -0.03 0.46 0.1219
H 2.06 2.29 -0.26 0.1043
H 0.56 2.96 0.20 0.1076
H 0.77 2.23 2.58 0.0717
H 1.99 1.15 2.19 0.0713
H 2.25 2.88 2.02 0.0607
H -1.54 0.94 -0.48 0.0551
H -1.14 1.64 0.91 0.0578
H -0.95 -2.68 -1.30 0.0233
H -1.78 -3.21 -2.49 0.0363
O -1.48 -2.40 -2.05 -0.0646
H -1.41 -3.98 1.54 0.0408
H -2.39 -5.06 1.13 0.0332
O -1.94 -4.28 0.79 -0.0593

151
Properties=species:S:1:pos:R:3:lowdin_charge:R:1 method="wB97M-V/def2-TZVPD" homo_ev=-6.0891 e_lumo_ev=2.116 total_charge=-1 relative_energy_kcal_mol=0.0 gap_ev=8.21 energy_ha=-3660.47738
C -0.09 -1.22 -0.36 -0.6255
F -0.38 -0.73 -1.58 0.1041
F -0.70 -0.41 0.51 0.1124
F -0.61 -2.44 -0.28 0.1352
S 1.80 -1.31 -0.13 0.5374
O 2.31 -0.06 -0.67 -0.3282
O 1.93 -1.47 1.31 -0.3261
O 2.16 -2.51 -0.84 -0.3072
C 4.54 -5.41 -0.67 -0.6704
O 4.98 -4.92 -1.71 0.0025
N 5.10 -6.52 -0.10 0.1438
N 3.53 -4.82 0.02 0.1850
H 5.69 -7.05 -0.71 0.0930
H 4.93 -6.84 0.83 0.0845
H 3.11 -5.25 0.83 0.0786
H 3.03 -4.04 -0.37 0.0485
C 5.76 -0.49 1.40 -0.6809
O 6.86 -0.13 1.81 0.0084
N 5.08 0.10 0.39 0.1763
N 5.10 -1.60 1.86 0.1571
H 4.12 -0.02 0.10 0.0464
H 5.59 0.81 -0.11 0.1050
H 4.13 -1.74 1.63 0.0455
H 5.51 -2.11 2.62 0.0840
C 3.11 -4.78 3.54 -0.6730
O 2.29 -5.58 3.12 0.0170
N 3.09 -3.45 3.24 0.1735
N 4.10 -5.14 4.43 0.1488
H 3.96 -2.98 3.42 0.0532
H 2.36 -3.14 2.62 0.0874
H 4.40 -6.09 4.43 0.0954
H 4.67 -4.44 4.86 0.0852
C -3.98 -0.14 2.81 -0.0602
C -4.44 -1.57 2.56 -0.4312
C -3.37 -2.47 1.97 -0.1887
O -3.95 -3.63 1.38 -0.1901
C -3.94 -3.63 -0.04 -0.1004
N -5.19 -2.09 3.72 0.0358
H -3.76 0.46 1.92 0.0659
H -3.15 0.00 3.51 0.0593
H -4.82 0.32 3.34 0.0777
H -5.27 -1.45 1.85 0.1298
H -2.74 -2.81 2.80 0.1346
H -2.76 -1.98 1.21 0.1008
H -2.94 -3.43 -0.45 0.0731
H -4.66 -2.90 -0.42 0.0850
H -4.15 -4.64 -0.37 0.0882
H -4.96 -3.08 3.73 0.0659
H -4.84 -1.72 4.60 0.0615
C 1.95 1.82 -4.58 -0.0578
C 2.01 2.61 -3.27 -0.4089
C 0.73 2.52 -2.46 -0.2032
O -0.46 2.97 -3.11 -0.2319
C -0.49 4.33 -3.47 -0.1076
N 3.06 1.98 -2.44 0.0420
H 1.68 0.77 -4.48 0.0797
H 2.90 1.88 -5.11 0.0735
H 1.16 2.24 -5.22 0.0683
H 2.36 3.62 -3.48 0.1349
H 0.84 3.15 -1.56 0.1240
H 0.51 1.54 -2.05 0.1104
H -1.52 4.56 -3.76 0.0836
H 0.16 4.53 -4.33 0.0846
H -0.20 4.94 -2.61 0.0931
H 3.51 2.66 -1.83 0.0631
H 2.66 1.32 -1.76 0.0062
C -2.21 3.81 0.93 -0.0346
C -3.11 3.19 -0.17 -0.3978
C -3.39 4.19 -1.27 -0.2060
O -4.21 5.26 -0.86 -0.1903
C -5.59 5.08 -1.08 -0.1073
N -2.43 2.04 -0.80 0.0626
H -2.22 4.90 0.88 0.0724
H -1.19 3.41 0.95 0.0620
H -2.60 3.55 1.92 0.0738
H -4.03 2.80 0.28 0.1239
H -3.87 3.72 -2.14 0.1155
H -2.43 4.62 -1.57 0.1123
H -5.95 4.18 -0.58 0.0830
H -5.74 4.96 -2.16 0.0858
H -6.12 5.97 -0.76 0.0839
H -2.13 1.40 -0.07 0.0524
H -1.58 2.34 -1.27 0.0504
C 1.15 -5.19 -2.55 -0.0626
C 1.64 -4.47 -3.80 -0.4019
C 0.62 -3.46 -4.27 -0.2025
O -0.44 -4.21 -4.88 -0.2086
C -1.57 -3.41 -5.22 -0.0940
N 2.95 -3.81 -3.51 0.0417
H 1.91 -5.79 -2.06 0.0637
H 0.30 -5.84 -2.80 0.0728
H 0.73 -4.50 -1.81 0.0591
H 1.96 -5.20 -4.54 0.1346
H 1.02 -2.79 -5.04 0.1239
H 0.25 -2.91 -3.40 0.1151
H -2.26 -4.09 -5.69 0.0831
H -1.25 -2.65 -5.93 0.0802
H -2.00 -3.03 -4.29 0.0812
H 3.66 -4.50 -3.27 0.0319
H 2.85 -3.31 -2.63 0.0238
C 1.89 6.65 2.38 -0.0671
C 0.81 5.61 2.67 -0.4410
C 1.33 4.17 2.69 -0.2287
O 1.46 3.65 1.40 -0.1777
C 2.42 2.65 1.25 -0.1033
N 0.05 5.84 3.90 0.0309
H 2.35 6.43 1.42 0.0776
H 2.71 6.75 3.09 0.0749
H 1.42 7.63 2.25 0.0699
H 0.12 5.62 1.83 0.1249
H 0.59 3.61 3.27 0.1193
H 2.24 4.13 3.31 0.1264
H 3.47 3.00 1.27 0.0978
H 2.29 2.21 0.26 0.0489
H 2.36 1.83 1.97 0.0728
H 0.66 5.74 4.71 0.0718
H -0.19 6.83 3.91 0.0665
C -5.84 1.18 -2.44 -0.0685
C -4.99 0.88 -3.67 -0.4401
C -3.75 0.07 -3.33 -0.1817
O -3.10 -0.40 -4.53 -0.2273
C -2.05 0.44 -4.96 -0.1046
N -5.86 0.16 -4.63 0.0347
H -5.20 1.70 -1.71 0.0524
H -6.21 0.30 -1.91 0.0787
H -6.65 1.88 -2.65 0.0747
H -4.64 1.81 -4.13 0.1320
H -4.09 -0.90 -2.95 0.1249
H -3.02 0.52 -2.66 0.0954
H -1.59 0.00 -5.84 0.0816
H -1.22 0.42 -4.24 0.0764
H -2.41 1.46 -5.15 0.0867
H -6.06 -0.73 -4.16 0.0678
H -5.22 -0.16 -5.36 0.0624
C 3.15 0.50 4.48 -0.0543
C 2.50 -0.10 5.73 -0.4264
C 0.99 -0.10 5.72 -0.2022
O 0.41 -1.00 4.77 -0.1848
C -0.02 -0.36 3.58 -0.1003
N 2.95 -1.49 5.94 0.0373
H 2.78 -0.11 3.65 0.0573
H 4.22 0.31 4.47 0.0759
H 2.95 1.57 4.35 0.0680
H 2.79 0.43 6.65 0.1301
H 0.59 0.91 5.54 0.1231
H 0.59 -0.46 6.67 0.1241
H -0.23 -1.09 2.80 0.0669
H 0.80 0.27 3.23 0.0623
H -0.94 0.23 3.73 0.0758
H 2.43 -2.10 5.32 0.0473
H 3.88 -1.57 5.53 0.0486

What did the third record say?
22
Properties=species:S:1:pos:R:3:lowdin_charge:R:1 method="wB97M-V/def2-TZVPD" homo_ev=-8.9257 e_lumo_ev=0.708 total_charge=0 relative_energy_kcal_mol=24.0 gap_ev=9.63 energy_ha=-366.61291
C 0.49 0.52 -1.59 -0.0778
C 0.48 0.81 -0.11 -0.4624
C 1.18 2.08 0.33 -0.2374
C 1.55 2.08 1.81 -0.1222
N -0.95 0.82 0.33 0.0260
H -0.21 -0.25 -1.91 0.0507
H 0.14 1.37 -2.18 0.0855
H 1.43 0.11 -1.94 0.0773
H 0.90 -0.03 0.46 0.1219
H 2.06 2.29 -0.26 0.1043
H 0.56 2.96 0.20 0.1076
H 0.77 2.23 2.58 0.0717
H 1.99 1.15 2.19 0.0713
H 2.25 2.88 2.02 0.0607
H -1.54 0.94 -0.48 0.0551
H -1.14 1.64 0.91 0.0578
H -0.95 -2.68 -1.30 0.0233
H -1.78 -3.21 -2.49 0.0363
O -1.48 -2.40 -2.05 -0.0646
H -1.41 -3.98 1.54 0.0408
H -2.39 -5.06 1.13 0.0332
O -1.94 -4.28 0.79 -0.0593